Record 1
C26H44BCoN7O3S4Se2 as an isolated structure. Source: the Open Molecules 2025 dataset; level of theory: ωB97M-V with the def2-TZVPD basis set.

**Energy above the lowest of the compared OMol25 structures with the same formula, charge and spin**: 20.59 kcal per mole
**HOMO level (spin up / spin down)**: -4.032 / -4.034 eV
**Maximum force**: 0.0189 Eh/bohr
**Charge**: -1

Geometry (Å):
Co  1.02762  -0.05986  -0.55387
C  1.46094  2.57015  4.10950
C  0.16164  2.94155  3.38823
C  -0.73069  3.82345  4.26991
C  0.51727  3.71808  2.14135
N  -0.57724  1.67086  3.13200
C  -0.97963  0.94675  4.23760
C  -1.57968  -0.16880  3.79598
N  -1.55810  -0.14178  2.42758
B  -2.00944  -1.40822  1.67952
N  -0.91870  -2.49603  1.67421
C  -1.30577  -3.80531  1.54528
C  -0.19710  -4.56319  1.50256
N  0.89035  -3.71682  1.60820
C  0.43176  -2.43457  1.69598
S  1.36262  -1.00366  1.81210
C  2.26020  -4.31111  1.48149
C  2.38661  -5.38638  2.56695
C  2.36369  -4.91571  0.08017
C  3.40678  -3.32309  1.66474
N  -2.54670  -1.10018  0.26643
C  -3.78803  -0.53725  0.12270
C  -4.04927  -0.44818  -1.19410
N  -2.96191  -0.97157  -1.87152
C  -2.01989  -1.33478  -0.95183
S  -0.43342  -1.92891  -1.20826
C  -2.99969  -1.02498  -3.36247
C  -1.82315  -1.76067  -3.99297
C  -3.03005  0.41733  -3.87477
C  -4.27617  -1.77638  -3.76189
C  -0.92069  0.97238  2.00693
S  -0.67885  1.37916  0.33889
H  2.06521  3.46701  4.24752
H  2.02677  1.86022  3.50600
H  1.27806  2.12510  5.08830
H  -0.22976  4.77635  4.43896
H  -0.93914  3.37711  5.24193
H  -1.67992  4.01707  3.76857
H  0.97410  4.65543  2.46621
H  -0.35435  3.95053  1.53418
H  1.24227  3.17691  1.53700
H  -0.77706  1.27003  5.23928
H  -2.01274  -0.99214  4.33304
H  -2.94131  -1.84707  2.31692
H  -2.34292  -4.08003  1.48538
H  -0.09117  -5.62573  1.40727
H  1.68161  -6.20611  2.43049
H  2.22276  -4.95048  3.55368
H  3.39292  -5.80358  2.53539
H  1.61358  -5.69179  -0.08348
H  3.35188  -5.35612  -0.05231
H  2.24331  -4.13880  -0.67308
H  3.38402  -2.84468  2.64199
H  3.39284  -2.54785  0.90549
H  4.33041  -3.89689  1.56546
H  -4.37341  -0.24000  0.97352
H  -4.90766  -0.05336  -1.70063
H  -0.89082  -1.22331  -3.85595
H  -2.03749  -1.83698  -5.06106
H  -1.70416  -2.76190  -3.58304
H  -2.20336  0.97261  -3.43300
H  -3.97156  0.91532  -3.63486
H  -2.90463  0.42200  -4.95789
H  -4.22455  -2.81302  -3.42679
H  -4.36247  -1.76884  -4.84860
H  -5.17969  -1.32703  -3.35248
O  -0.25586  4.89609  -1.24079
C  0.90787  4.09490  -1.02167
C  1.52177  3.51838  -2.28817
C  1.86569  4.71345  -3.19039
O  2.42348  4.35097  -4.44747
C  0.53253  2.59737  -3.01189
Se  0.72019  0.65637  -2.76717
C  2.80932  2.75911  -1.94793
Se  2.81746  1.62150  -0.32733
H  -0.99292  4.29032  -1.36929
H  0.67965  3.27846  -0.35258
H  1.63844  4.74732  -0.53331
H  2.55869  5.37142  -2.64660
H  0.96320  5.28512  -3.40847
H  3.12736  3.71451  -4.28025
H  0.65900  2.69165  -4.09246
H  -0.49467  2.88967  -2.78151
H  3.63438  3.46247  -1.80115
H  3.06179  2.08221  -2.76671
O  3.87938  -2.97185  -2.17854
S  3.60755  -1.56854  -1.81736
N  2.37878  -1.28314  -1.05904

Atoms 1-2, force components in eV/Å:
Co 0.57 0.23 0.75
C -0.01 -0.01 -0.01

Results of the Löwdin charge analysis, in e, for atoms 1 through 4: -0.5099 -0.0216 -0.5362 -0.0364

Record 2
CBrF3O2S as an isolated structure. Source: the Open Molecules 2025 dataset; level of theory: ωB97M-V with the def2-TZVPD basis set.

**Energy above the lowest of the compared OMol25 structures with the same formula, charge and spin**: 41.88 kcal per mole
**HOMO level (spin up / spin down)**: -9.652 / -9.880 eV
**Maximum force**: 0.0398 Eh/bohr

Geometry (Å):
C  -0.86627  0.70404  -0.25417
O  1.24915  0.27874  1.14898
O  0.94878  -2.11617  -0.69447
F  -2.05357  0.16661  -0.49815
F  -0.04018  0.29998  -1.23962
F  -0.98810  2.01157  -0.32443
S  -0.24063  0.22255  1.41496
Br  1.99083  -1.56732  0.44691

Atoms 1-2, force components in eV/Å:
C 0.40 -0.74 -0.63
O 1.70 0.27 -0.02

Results of the natural (NBO) charge analysis, in e, for atoms 1 through 4: 0.7924 -0.7706 -0.7287 -0.3120

Record 3
C25H28N6PRbSTe as an isolated structure. Source: the Open Molecules 2025 dataset; level of theory: ωB97M-V with the def2-TZVPD basis set.

**Energy above the lowest of the compared OMol25 structures with the same formula, charge and spin**: 1.81 kcal per mole
**HOMO level**: -7.878 eV
**Maximum force**: 0.0173 Eh/bohr

Geometry (Å):
Rb  0.11380  -2.40099  0.13226
N  -2.56899  -1.10197  0.12462
C  -3.12910  0.21401  0.25930
C  -4.46365  0.49082  -0.00257
C  -4.95785  1.77217  0.18460
C  -4.12110  2.76984  0.66016
C  -2.78252  2.50222  0.90615
C  -2.26583  1.22948  0.68229
P  -0.51784  0.71876  0.93317
C  0.16108  2.28617  1.63007
C  0.37710  2.35906  3.00380
C  0.85256  3.52581  3.58785
C  1.12356  4.63226  2.79986
C  0.91447  4.57200  1.42819
C  0.43583  3.40869  0.84669
C  0.16587  0.86722  -0.76468
C  1.55898  0.90195  -0.85814
C  2.17439  1.14078  -2.07558
C  1.40671  1.30620  -3.22215
C  0.02594  1.21757  -3.14632
C  -0.59249  1.00070  -1.92144
H  -2.98189  -1.58466  -0.66697
H  -2.79784  -1.64499  0.95456
H  -5.11484  -0.30599  -0.34362
H  -5.99506  1.99007  -0.03322
H  -4.50917  3.76474  0.83669
H  -2.13791  3.29214  1.26548
H  0.16978  1.50014  3.63023
H  1.02183  3.56503  4.65648
H  1.49645  5.54309  3.25094
H  1.12948  5.43381  0.80912
H  0.26871  3.37318  -0.22257
H  2.15778  0.78993  0.04192
H  3.25439  1.22020  -2.13479
H  1.88171  1.50829  -4.17369
H  -0.57610  1.31984  -4.04082
H  -1.67372  0.96094  -1.87322
S  3.04057  -3.23981  0.55479
C  3.24173  -2.99372  -1.07984
N  3.69941  -1.86423  -1.65578
C  3.54266  -1.87539  -3.10973
C  3.18028  -3.34483  -3.39261
N  3.03455  -3.89931  -2.04991
H  3.73617  -1.01062  -1.13026
H  4.46994  -1.58004  -3.59976
H  2.74112  -1.20564  -3.42492
H  3.97479  -3.86050  -3.93376
H  2.24977  -3.42556  -3.95225
H  2.50701  -4.73258  -1.86896
C  -1.14741  -3.97513  5.49920
Te  -1.03583  -3.17371  3.51640
C  -0.35253  -1.28669  4.24190
H  -0.17497  -3.88379  5.97526
H  -1.42759  -5.02373  5.43997
H  -1.89489  -3.42837  6.06740
H  -1.09709  -0.85216  4.90510
H  -0.20601  -0.64162  3.38096
H  0.59015  -1.41393  4.76896
N  -1.50112  -0.28784  -6.10166
C  -0.80023  -0.93198  -5.43580
N  0.04993  -1.64408  -4.74991
C  -0.00627  -2.05955  -3.54619
N  0.08133  -2.50371  -2.46323

Atoms 1-2, force components in eV/Å:
Rb -0.19 -0.11 0.45
N -0.27 -0.18 -0.13

Results of the natural (NBO) charge analysis, in e, for atoms 1 through 4: 0.8967 -0.8796 0.1396 -0.2259

Record 4
One molecule with the formula C13H14N2OS. Source: the Open Molecules 2025 dataset; level of theory: ωB97M-V with the def2-TZVPD basis set.

**Energy above the lowest of the compared OMol25 structures with the same formula, charge and spin**: 22.84 kcal per mole
**HOMO level**: -8.052 eV
**Maximum force**: 0.0188 Eh/bohr

Geometry (Å):
S  -2.56262  1.54400  0.73836
C  -1.27781  1.02697  -0.16857
N  -0.03299  1.53176  -0.04782
H  0.71906  1.06468  -0.53187
C  0.36900  2.39687  1.04366
C  1.11471  1.62301  2.09999
C  2.49313  1.72803  2.22522
C  3.16946  0.98146  3.17490
C  2.47315  0.11677  4.00143
C  1.09801  0.00301  3.87823
C  0.42176  0.75197  2.93279
H  -0.65070  0.66973  2.83710
H  0.55082  -0.66828  4.52343
H  3.00097  -0.46586  4.74204
H  4.24168  1.07470  3.26843
H  3.03997  2.40380  1.58194
H  0.99426  3.19750  0.63753
H  -0.54731  2.82641  1.45720
N  -1.48770  0.06513  -1.09632
H  -2.45600  -0.17979  -1.23786
C  -0.52715  -0.41888  -2.07381
C  -1.15213  -1.47909  -2.91326
C  -1.08848  -2.84030  -2.85174
C  -1.92047  -3.32200  -3.89157
C  -2.42909  -2.21879  -4.50196
O  -1.97165  -1.10013  -3.91863
H  -3.09985  -2.10090  -5.32941
H  -2.10933  -4.34485  -4.14325
H  -0.52009  -3.42422  -2.15752
H  0.34056  -0.84857  -1.55861
H  -0.19316  0.40589  -2.72006

Atoms 1-2, force components in eV/Å:
S -0.70 0.24 0.46
C -0.13 -0.07 -0.21

Results of the natural (NBO) charge analysis, in e, for atoms 1 through 4: -0.3018 0.3002 -0.5952 0.3891